# 1
{"formula": "C28H30N2O6", "method": "the ωB97M-V functional and the def2-TZVPD basis", "smiles": "COc1cccc([C@@H](C(=O)NC2CCCC2)N(C(=O)c2ccco2)c2cccc(C(C)=O)c2)c1OC", "multiplicity": 1, "relative_energy_kcal_mol": 39.5, "lumo_energy_ev": 0.5, "total_energy_ev": -44787.84700, "elements": ["C", "O", "C", "C", "C", "C", "C", "C", "C", "O", "N", "C", "C", "C", "C", "C", "N", "C", "O", "C", "C", "C", "C", "O", "C", "C", "C", "C", "C", "C", "C", "O", "C", "C", "O", "C", "H", "H", "H", "H", "H", "H", "H", "H", "H", "H", "H", "H", "H", "H", "H", "H", "H", "H", "H", "H", "H", "H", "H", "H", "H", "H", "H", "H", "H", "H"], "xyz": [[-3.954, 1.923, 4.296], [-2.699, 1.771, 3.682], [-2.474, 0.663, 2.902], [-3.432, -0.322, 2.699], [-3.171, -1.418, 1.898], [-1.953, -1.537, 1.261], [-0.983, -0.563, 1.434], [0.365, -0.612, 0.757], [0.649, -1.827, -0.148], [-0.175, -2.318, -0.899], [1.920, -2.243, -0.061], [2.487, -3.236, -0.949], [3.455, -2.584, -1.962], [4.783, -3.329, -1.811], [4.774, -3.784, -0.355], [3.333, -4.249, -0.159], [0.582, 0.571, -0.092], [1.867, 0.967, -0.278], [2.804, 0.428, 0.295], [2.088, 2.015, -1.295], [1.506, 2.234, -2.519], [2.239, 3.279, -3.120], [3.210, 3.615, -2.224], [3.133, 2.852, -1.131], [-0.548, 1.268, -0.562], [-0.674, 2.638, -0.351], [-1.819, 3.294, -0.766], [-2.847, 2.589, -1.362], [-2.739, 1.212, -1.557], [-3.894, 0.496, -2.164], [-3.888, -1.005, -2.051], [-4.799, 1.100, -2.697], [-1.577, 0.557, -1.165], [-1.220, 0.532, 2.281], [-0.160, 1.384, 2.394], [-0.160, 2.470, 3.291], [-4.162, 1.109, 4.999], [-4.760, 1.986, 3.558], [-3.894, 2.862, 4.844], [-4.398, -0.240, 3.171], [-3.929, -2.175, 1.770], [-1.756, -2.380, 0.620], [1.138, -0.561, 1.536], [2.582, -1.665, 0.442], [1.639, -3.715, -1.444], [3.586, -1.533, -1.699], [3.070, -2.629, -2.979], [4.803, -4.200, -2.467], [5.638, -2.699, -2.050], [4.991, -2.938, 0.300], [5.498, -4.572, -0.154], [3.205, -5.244, -0.585], [3.034, -4.282, 0.887], [0.672, 1.709, -2.938], [2.066, 3.715, -4.081], [3.984, 4.357, -2.252], [0.119, 3.176, 0.146], [-1.914, 4.358, -0.606], [-3.753, 3.084, -1.677], [-4.827, -1.401, -2.430], [-3.067, -1.419, -2.632], [-3.749, -1.299, -1.013], [-1.451, -0.501, -1.326], [0.843, 2.892, 3.216], [-0.341, 2.148, 4.318], [-0.897, 3.226, 3.012]], "forces_ev_per_a": [[-0.194, 0.035, 0.097], [0.339, -0.231, -0.294], [-0.011, 0.160, 0.078], [-0.033, 0.119, 0.064], [0.031, -0.005, 0.017], [-0.062, -0.119, 0.087], [0.081, 0.085, 0.242], [0.222, -0.131, 0.171], [0.158, 0.167, 0.550], [-0.359, -0.110, -0.362], [0.289, -0.128, 0.151], [-0.258, -0.197, -0.099], [0.037, -0.056, -0.130], [0.054, 0.097, 0.044], [-0.001, -0.192, -0.128], [0.065, 0.035, 0.040], [0.051, -0.146, -0.024], [0.235, 0.054, -0.031], [0.163, 0.218, 0.120], [-0.479, -0.140, -0.914], [0.331, -0.236, 0.705], [0.444, 0.211, 0.230], [-0.328, 0.202, -0.772], [0.240, -0.172, 0.587], [-0.446, 0.463, -0.218], [-0.123, -0.243, 0.084], [0.024, 0.041, -0.012], [-0.089, -0.148, -0.076], [0.221, 0.584, 0.128], [-0.077, -0.269, -0.026], [-0.288, -0.001, -0.164], [0.014, 0.002, 0.025], [-0.062, 0.211, -0.148], [0.058, -0.169, -0.028], [-0.269, -0.394, -0.154], [0.162, 0.460, 0.300], [-0.005, 0.022, -0.042], [0.024, -0.022, 0.031], [-0.070, -0.072, -0.016], [-0.080, 0.061, 0.076], [-0.072, -0.077, -0.017], [0.030, -0.018, -0.069], [-0.169, -0.026, -0.191], [-0.253, 0.107, 0.002], [0.154, 0.067, 0.079], [-0.019, 0.036, -0.032], [-0.040, 0.078, -0.034], [0.055, -0.048, -0.035], [0.058, -0.028, -0.084], [0.066, 0.064, 0.078], [0.073, 0.032, 0.091], [0.006, -0.061, -0.005], [-0.080, -0.089, 0.005], [-0.208, -0.112, -0.007], [0.026, 0.135, -0.192], [0.129, 0.062, 0.108], [0.062, 0.044, 0.066], [-0.004, 0.089, 0.016], [-0.069, 0.028, -0.027], [-0.004, 0.025, -0.013], [0.130, -0.090, -0.009], [0.075, -0.064, 0.087], [0.018, -0.161, 0.018], [-0.062, -0.010, 0.027], [0.014, 0.033, -0.080], [0.075, -0.062, 0.033]]}

---

# 2
{"formula": "C13H20BF5NO10S", "method": "the ωB97M-V functional and the def2-TZVPD basis", "total_charge": -1, "multiplicity": 1, "lumo_energy_ev": 1.9, "total_energy_ev": -60877.13162, "elements": ["C", "C", "C", "N", "C", "C", "O", "C", "C", "O", "S", "O", "O", "O", "C", "C", "C", "O", "C", "F", "F", "F", "H", "H", "H", "H", "H", "H", "H", "H", "H", "H", "H", "H", "H", "H", "H", "H", "H", "H", "H", "H", "B", "O", "C", "O", "C", "O", "O", "F", "F"], "xyz": [[-4.922, -1.508, -2.203], [-3.512, -2.121, -2.171], [-2.378, -1.126, -1.935], [-2.716, -0.058, -0.976], [-1.735, 0.083, 0.100], [-0.322, 0.371, -0.433], [0.574, -0.668, -0.169], [1.753, -0.326, 0.561], [2.985, -0.237, -0.328], [-1.759, -1.167, 0.829], [-3.052, -1.277, 1.719], [-2.683, -1.882, 2.945], [-4.177, -1.802, 1.035], [-3.249, 0.311, 1.914], [-2.368, 1.078, 1.097], [-1.519, 2.029, 1.923], [-0.832, 1.482, 3.176], [-0.087, 0.319, 2.960], [-1.765, 1.318, 4.401], [-2.057, 0.013, 4.665], [-2.930, 2.001, 4.274], [-1.135, 1.832, 5.508], [-5.514, -1.845, -1.367], [-4.870, -0.427, -2.224], [-5.425, -1.810, -3.117], [-3.476, -2.940, -1.462], [-3.323, -2.575, -3.140], [-2.132, -0.676, -2.894], [-1.493, -1.672, -1.626], [-2.749, 0.818, -1.475], [0.044, 1.327, -0.073], [-0.409, 0.454, -1.512], [1.899, -1.109, 1.299], [1.633, 0.593, 1.126], [3.682, 0.458, 0.128], [3.499, -1.190, -0.340], [2.786, 0.114, -1.329], [-2.999, 1.720, 0.485], [-2.174, 2.827, 2.259], [-0.763, 2.500, 1.310], [-0.109, 2.226, 3.486], [-0.658, -0.417, 2.723], [7.430, 0.405, -1.378], [5.950, 0.644, -1.450], [5.545, 0.457, -2.691], [4.414, 0.565, -3.087], [6.760, 0.077, -3.552], [6.733, -0.157, -4.730], [7.821, 0.053, -2.777], [7.703, -0.644, -0.516], [8.081, 1.559, -0.971]], "forces_ev_per_a": [[0.414, -0.268, -0.476], [-0.295, -0.003, -0.155], [-0.292, -0.036, -0.231], [0.523, -0.248, 0.230], [-0.949, -0.268, -0.210], [0.609, -0.633, -0.070], [-0.272, 0.192, 0.293], [0.621, -0.144, -0.213], [-0.055, 0.032, 0.758], [0.510, 0.005, -0.238], [-0.753, 0.185, 0.216], [0.333, 0.003, 0.121], [0.025, 0.064, -0.272], [0.129, -0.616, 0.268], [0.010, 0.849, -0.609], [-0.168, -0.260, 0.757], [-0.129, -0.360, -0.163], [0.230, 0.162, 0.026], [-0.020, -0.382, 0.701], [0.197, 1.550, -0.090], [0.485, -0.393, 0.195], [-0.562, -0.497, -0.632], [-0.148, 0.177, 0.309], [-0.129, 0.248, 0.212], [-0.200, -0.084, -0.098], [0.034, -0.011, 0.329], [0.170, -0.146, -0.149], [0.066, 0.163, -0.144], [0.209, 0.006, 0.176], [-0.126, 0.223, 0.048], [0.100, 0.135, 0.189], [-0.113, 0.145, -0.249], [-0.098, -0.138, 0.159], [-0.383, 0.226, -0.048], [0.215, 0.153, -0.042], [0.061, -0.232, -0.417], [-0.087, 0.002, -0.233], [-0.165, 0.007, -0.059], [-0.116, 0.201, -0.055], [0.122, -0.006, -0.250], [0.121, 0.210, 0.120], [-0.137, -0.260, 0.071], [0.278, 0.052, 0.404], [0.034, -0.101, -0.475], [-0.335, 0.178, 0.471], [-0.045, 0.024, -0.152], [0.435, -0.136, -0.154], [-0.088, 0.002, -0.107], [-0.238, 0.032, -0.034], [-0.028, -0.077, -0.005], [-0.001, 0.075, -0.022]]}

---

The calculation returns the following orbital gap values, one per record and in order: 8.767 8.457 eV.